{
  "formula": "C27H54O17",
  "method": "ωB97M-V with the def2-TZVPD basis set",
  "species": ["C", "C", "H", "H", "H", "H", "H", "H", "H", "H", "C", "C", "H", "O", "H", "H", "O", "C", "H", "H", "O", "H", "H", "C", "H", "C", "C", "C", "O", "C", "H", "H", "O", "H", "H", "C", "H", "H", "C", "H", "C", "H", "H", "H", "C", "C", "C", "H", "H", "H", "C", "O", "H", "H", "O", "H", "C", "H", "H", "H", "H", "O", "H", "O", "C", "H", "O", "O", "O", "H", "H", "O", "C", "H", "H", "O", "C", "H", "H", "C", "H", "H", "O", "H", "H", "H", "C", "O", "H", "O", "C", "C", "C", "H", "C", "H", "H", "H"],
  "positions_angstrom": [[-8.1126, -2.4429, 1.5473], [-2.9273, -0.5791, -2.9649], [-2.7829, -1.7944, 0.5688], [-2.0171, -0.2537, -3.4686], [2.1726, -3.9767, -1.3612], [-1.0860, -4.4368, 3.4167], [7.2620, 2.4543, -1.6070], [-8.3488, -2.8806, 0.5774], [-2.2974, 1.2488, 4.1846], [-1.2074, 0.1073, 0.0504], [0.1001, -2.3650, -3.7271], [1.1082, -3.3467, -3.1667], [7.1691, 1.0381, 3.4041], [-1.8567, 4.2408, 3.5330], [-5.2377, 1.0133, -0.7896], [6.8547, -3.3221, 0.9424], [6.1779, -1.4382, 0.4834], [6.9207, 3.4851, -1.7023], [2.0011, -2.2267, -1.6251], [0.3088, 2.3465, 3.6801], [-3.0546, 1.9960, -0.0122], [5.8114, 1.8668, 2.7311], [-3.9234, -1.3559, -0.6582], [-1.6769, 3.0750, 3.3082], [-3.1615, 1.5726, 2.5919], [1.5025, -3.1920, -1.7124], [4.7627, 3.5530, -0.3444], [-4.0187, -0.9665, -3.9988], [2.9614, 1.0429, -0.1553], [-3.2850, 2.7886, -0.9608], [1.6418, -4.2096, 1.5814], [-8.5809, -1.4599, 1.5969], [1.8774, 0.8946, -2.1389], [-2.6331, -1.4055, -2.3178], [-0.4847, -0.6405, -1.3334], [3.0591, 1.1425, 1.2431], [-4.0579, -2.0639, -5.9265], [-0.7601, 3.3835, -0.5316], [-2.7500, 1.9804, 3.5153], [0.0049, -2.6736, -4.7682], [-6.0650, -1.5714, 0.8589], [0.2435, 3.5773, 2.4831], [-6.1149, 2.5007, -0.4971], [-0.1677, 1.9406, 2.0017], [5.9933, -2.8094, 0.5145], [-0.8884, -3.3653, 3.3871], [-5.4918, 1.9800, -1.2243], [4.4146, 3.6460, 0.6843], [7.3930, 2.2776, 2.0651], [-2.7458, -2.3714, -4.8591], [1.8146, 0.8273, -0.9392], [-6.7079, -2.3388, 1.6971], [-1.8551, -2.8737, 3.2779], [5.7894, -3.2197, -0.4745], [0.7773, 0.6668, -0.1628], [4.1275, 4.0423, -1.0828], [-3.7276, -1.2739, 0.4109], [-0.6650, 4.7691, -1.4958], [-6.0785, 1.7021, -2.0999], [0.6665, -3.3160, -1.0240], [-0.7993, -2.4094, -3.1128], [-4.7683, -1.7971, 1.1786], [-0.7455, 1.1578, -1.2885], [-2.5576, 3.6986, -1.5395], [1.4837, -3.4261, 2.3224], [-0.5171, -3.1181, 4.3817], [-5.0272, -0.3350, -4.0917], [-4.3965, 2.7837, -1.6399], [1.5488, -4.2477, -3.8826], [6.2318, 3.4756, -2.5470], [0.5988, -1.3961, -3.7489], [5.6448, -1.1405, 2.7235], [-0.4621, 0.2663, -0.7290], [1.8407, -3.8592, 3.2568], [-3.5879, 2.4995, 3.9805], [6.5481, 0.5514, 1.3307], [0.0035, -3.0183, 2.2446], [-3.2554, 0.2537, -2.3429], [2.0298, -2.5271, 2.0366], [-0.2613, 2.6676, 2.8084], [7.7737, 4.1466, -1.8537], [-8.5615, -3.1488, 2.2461], [-0.4642, -2.5040, 1.2304], [-4.3907, -3.0579, -4.5338], [-1.7361, 4.6187, 0.0238], [4.6275, 2.4898, -0.5429], [-3.8208, -2.1918, -4.8703], [-6.4726, -0.8975, -0.1238], [-3.6252, -0.2087, 0.6179], [6.8914, 4.3695, 0.4810], [6.0436, -0.7058, 1.6134], [6.2070, 3.8826, -0.4166], [-1.3837, 4.1911, -0.9148], [5.1567, -3.0960, 1.1516], [6.7921, 1.4659, 2.4752], [3.9714, 1.6728, 1.5162], [3.0845, 0.1804, 1.7548], [2.2081, 1.7236, 1.5982]],
  "atomic_forces_ev_per_a": [[-0.963, -0.012, -0.966], [-0.254, 0.045, -0.541], [-0.285, -0.176, 0.640], [0.035, -0.061, -0.252], [0.354, 0.008, -0.555], [0.175, -0.181, -0.192], [0.135, -0.052, 0.181], [0.135, 0.234, -0.256], [-0.335, -0.333, -0.169], [0.487, 0.267, 0.296], [1.269, -0.607, -0.241], [0.320, -1.772, -0.712], [0.359, -0.534, -0.550], [-0.542, 0.212, 0.291], [0.558, 0.263, 0.073], [0.241, 0.131, -0.112], [0.016, 2.202, 0.245], [-0.471, 0.112, 0.084], [-0.199, 0.151, 0.398], [0.003, -0.379, 0.055], [0.313, 2.563, -2.002], [0.031, 0.215, 0.078], [-0.384, -0.059, 0.040], [0.672, -1.015, -1.242], [0.623, -0.214, -0.140], [0.285, -0.555, -0.046], [-0.369, -0.664, 0.877], [0.307, -0.486, 0.401], [-0.234, -0.453, -2.372], [-0.482, -2.848, 2.259], [0.036, 0.172, -0.313], [-0.018, -0.097, 0.157], [-0.226, -0.466, 0.873], [-0.154, -0.183, -0.143], [0.806, 0.138, -0.106], [-1.164, 0.166, 0.715], [-0.384, 0.512, 0.170], [-0.073, -0.575, -0.207], [0.377, 1.515, 0.270], [-0.674, 0.062, 0.105], [1.202, 1.141, -3.445], [-0.163, 0.117, -0.043], [0.116, 0.233, -0.104], [-0.447, -0.255, 0.221], [-0.660, -1.837, 0.921], [-0.838, 0.182, 0.612], [-0.690, -1.086, 0.205], [-0.204, 0.639, -0.133], [0.081, -0.317, 0.100], [0.026, -0.700, 0.072], [2.114, 1.031, 0.818], [-1.102, -0.298, 0.830], [0.028, 0.007, -0.163], [0.196, 0.542, -0.115], [-0.077, -1.264, 1.215], [0.175, 0.317, 0.141], [0.325, 1.168, -1.303], [-1.140, 0.361, -0.526], [0.130, 0.498, -0.114], [-0.371, 0.728, -0.175], [-0.028, 0.316, -0.315], [-0.768, -0.368, 0.533], [-0.605, -0.474, -0.458], [1.629, 1.048, -0.999], [-0.674, 0.210, -0.397], [0.415, 0.094, -0.134], [-0.813, 0.914, 0.103], [-1.257, -0.078, -0.620], [-0.428, 1.318, 1.183], [0.094, 0.214, -0.121], [-0.400, 0.370, 0.369], [1.109, 1.689, -3.627], [-1.092, 0.986, -0.535], [-0.303, 0.434, 0.189], [0.036, -0.203, 0.346], [-0.271, -1.511, 1.419], [-0.095, -0.199, -0.834], [-0.254, -0.099, -0.095], [0.364, -0.216, 0.037], [-0.254, 0.526, 0.293], [-0.096, -0.137, -0.109], [0.635, 0.335, 0.498], [0.879, -0.441, 1.112], [0.151, 0.087, 0.326], [0.385, 0.924, -0.197], [0.279, -0.115, -0.368], [1.307, 0.107, -0.138], [0.902, -2.013, 3.471], [0.241, 0.023, 0.024], [-1.409, -0.518, -0.576], [0.441, -0.593, 2.268], [2.017, 0.333, -0.063], [0.538, -1.234, 2.275], [-0.167, 0.174, 0.056], [-1.416, -0.058, -0.732], [-0.018, -0.058, -0.450], [-0.131, -0.185, -0.197], [0.035, -0.053, 0.358]],
  "lowdin_charge": [-0.04, -0.02, 0.08, 0.08, 0.08, 0.09, 0.09, 0.10, 0.08, 0.08, -0.03, -0.47, 0.10, 0.06, 0.06, 0.10, -0.01, -0.02, 0.08, 0.08, 0.05, 0.08, 0.07, -0.47, 0.06, -0.02, -0.02, -0.46, -0.05, -0.60, 0.08, 0.10, 0.14, 0.06, 0.08, -0.05, 0.09, 0.07, 0.00, 0.09, -0.54, 0.08, 0.10, 0.05, -0.07, -0.02, -0.03, 0.08, 0.08, 0.05, -0.56, 0.02, 0.08, 0.10, -0.01, 0.10, -0.06, 0.11, 0.10, 0.07, 0.06, 0.00, 0.09, 0.03, 0.00, 0.09, 0.09, 0.02, 0.05, 0.08, 0.09, 0.07, -0.03, 0.08, 0.08, -0.04, -0.46, 0.07, 0.08, -0.03, 0.08, 0.10, 0.03, 0.09, 0.11, 0.07, -0.01, 0.08, 0.07, 0.04, -0.50, -0.48, -0.02, 0.09, 0.00, 0.06, 0.09, 0.08],
  "homo_energy_ev": -9.65,
  "smiles": "COC(=O)OC.COC(=O)OC.COC(=O)OC.COC(=O)OC.CC(C)=O.CC(C)=O.CC(C)=O.CC(C)=O.CC(C)=O"
}